No. 1
Here is a structure of composition C21H34LuP from the OMol25 dataset. Energies are from ωB97M-V/def2-TZVPD.

Cartesian coordinates (Å):
C1 -0.96237 0.71204 -2.63900
H1 -2.09442 0.67016 -2.72162
H2 -0.44298 1.54381 -2.99375
H3 -1.28373 1.27308 -0.17692
C2 -0.53114 -0.66803 -2.97423
H4 0.49824 -0.87003 -2.63733
H5 -0.96937 -1.49378 -2.40550
C3 -0.70938 -0.97058 -4.41507
H6 -0.24601 -1.88154 -4.78921
H7 -1.77168 -0.85069 -4.64679
H8 -0.29652 -0.11861 -4.93311
C4 2.07551 1.06686 0.71446
C5 2.62267 0.58289 -0.50575
C6 2.21586 1.47253 -1.56143
C7 1.37514 2.49362 -0.97958
C8 1.27623 2.23332 0.43032
C9 0.50821 3.06018 1.40658
C10 0.79268 3.65264 -1.70976
C11 2.72128 1.46990 -2.96013
C12 3.61739 -0.51461 -0.63865
C13 2.26852 0.44487 2.05427
Lu1 0.11299 0.36044 -0.95918
H9 -0.07303 4.03174 -1.15615
H10 1.53384 4.46410 -1.77192
H11 0.49774 3.37707 -2.72984
H12 -0.34656 3.54236 0.91201
H13 0.18506 2.46230 2.26602
H14 1.18633 3.84421 1.76410
H15 2.52968 -0.61943 1.98587
H16 3.07871 0.96683 2.58765
H17 1.36328 0.52248 2.68051
H18 3.60350 -0.93480 -1.65479
H19 4.65860 -0.21153 -0.40672
H20 3.35471 -1.34000 0.03742
H21 1.87640 1.59671 -3.65317
H22 3.44359 2.27963 -3.18614
H23 3.19988 0.51630 -3.20806
C14 -3.37607 -0.79835 0.31503
P1 -1.70789 -0.65043 1.06712
C15 -1.98286 0.69212 2.29253
C16 -1.53935 -2.14258 2.10272
C17 -0.85026 -2.07253 3.33008
C18 -0.89321 -3.16781 4.19287
C19 -1.54563 -4.34807 3.79764
C20 -2.14126 -4.43968 2.53249
C21 -2.11124 -3.35373 1.66265
H24 -3.54248 0.07578 -0.34694
H25 -4.08627 -0.80336 1.16126
H26 -3.44204 -1.74236 -0.25503
H27 -2.90671 0.42362 2.82357
H28 -1.13170 0.75030 2.98545
H29 -2.10491 1.65238 1.76411
H30 -0.32712 -1.15524 3.62634
H31 -0.41206 -3.09969 5.16782
H32 -1.57413 -5.20159 4.47489
H33 -2.62916 -5.36395 2.21288
H34 -2.56449 -3.42126 0.66711

The total charge is +2. For the electronic energy, the calculation gives -2396.7337 Eh. Its HOMO-LUMO gap (alpha / beta) is 5.021 / 5.023 eV. The multiplicity is 1.



No. 2
Here is an isolated molecule of C21H34N2OS from the OMol25 dataset. Energies are from ωB97M-V/def2-TZVPD.

Cartesian coordinates (Å):
C1 1.90303 0.76193 -4.15770
C2 0.82403 0.23729 -3.10012
H1 0.63814 -0.88142 -3.15239
C3 -0.37311 1.10245 -3.24437
N1 -1.32342 0.77407 -2.34413
C4 -2.02444 -0.25366 -2.43611
H2 -2.85856 0.06175 -3.13181
C5 -2.55080 -1.03972 -1.10815
N2 -1.93480 -0.43271 0.08209
C6 -2.19732 0.94983 0.39349
O1 -1.49758 1.42778 1.55194
C7 -2.79083 1.67431 -0.59502
H3 -3.96036 1.21330 -1.03535
H4 -3.17314 2.71083 -0.03440
C8 -2.05291 1.89780 -1.90372
H5 -2.69239 2.42426 -2.66745
H6 -1.51722 2.92421 -1.70718
C9 -1.11114 -1.06446 0.91871
C10 -1.85174 -2.42606 1.77105
H7 -2.20402 -2.91186 1.04223
C11 -2.90099 -1.87433 2.53347
C12 -3.54962 -2.88587 3.29736
H8 -4.01539 -3.65912 2.51684
H9 -2.93610 -3.45943 3.89854
H10 -4.38063 -2.97886 3.83159
C13 -2.49189 -0.96238 3.75921
H11 -2.15837 0.08765 3.17607
H12 -1.57928 -1.51063 4.38605
H13 -3.19940 -0.55235 4.41457
H14 -3.72863 -1.17970 2.01328
H15 -1.02262 -2.91117 2.34104
C14 0.06416 -1.80001 -0.03262
H16 -0.21711 -2.71259 -0.27357
H17 0.19168 -1.00143 -0.88864
S1 1.58919 -1.88411 0.91074
C15 2.49993 -0.46057 0.82638
C16 1.79786 0.63954 0.33564
C17 2.50213 2.15683 0.27482
C18 3.95321 1.90841 0.12667
C19 4.70550 0.77043 0.44967
C20 3.70219 -0.31211 0.65353
H18 4.45074 -1.15855 0.92247
H19 5.69738 0.72489 0.27014
C21 4.68750 3.22589 -0.33795
H20 5.29560 3.00484 -1.23659
H21 3.92564 3.97739 -0.20153
H22 5.39460 3.30473 0.46143
H23 1.82051 2.90420 -0.09931
H24 0.75456 0.74395 0.48272
H25 -0.54779 -0.41164 1.70287
H26 -2.40908 -2.07747 -1.00773
H27 -3.67615 -0.86212 -1.00934
H28 -1.47937 -1.26450 -2.76113
H29 -0.13686 2.27480 -3.14174
H30 -0.94541 1.07734 -4.16505
H31 1.38624 0.56124 -1.96614
H32 2.24021 1.72328 -4.18458
H33 1.59794 0.65439 -5.20807
H34 2.87861 0.07455 -4.05085

As for the SMILES: CCCN1CCC(=O)N([C@H](CSc2ccc(C)cc2)CC(C)C)CC1. As for the energy above the lowest of the compared OMol25 structures with the same formula, charge and spin: 1645.7 kJ/mol. For the electronic energy, the calculation gives -1402.9228 Eh. Its HOMO-LUMO gap is 8.246 eV. The multiplicity is 1.



No. 3
Here is a structure of composition C21H34N4O3SW from the OMol25 dataset. Energies are from ωB97M-V/def2-TZVPD.

Cartesian coordinates (Å):
W1 -0.09471 -0.24928 -0.12103
C1 2.46791 -2.10766 -0.40032
N1 2.03285 -3.38595 0.09545
C2 3.15636 -4.09145 0.71427
C3 0.87456 -3.27711 0.99217
C4 0.96644 -2.18858 2.03259
C5 1.37815 -2.43009 3.33366
C6 1.47698 -1.39401 4.25690
C7 1.16509 -0.09189 3.89384
C8 0.75744 0.18210 2.59503
C9 0.66822 -0.86669 1.67085
H1 3.11669 -2.21309 -1.27219
H2 2.95111 -1.45702 0.34038
H3 1.58004 -1.56042 -0.79268
H4 3.95775 -4.20841 -0.01429
H5 2.83649 -5.08387 1.02636
H6 3.55999 -3.55662 1.58445
H7 0.72462 -4.24761 1.46467
H8 -0.01802 -3.10334 0.37516
H9 1.61187 -3.44229 3.64264
H10 1.79220 -1.60619 5.26943
H11 1.22742 0.70812 4.61876
H12 0.50684 1.20707 2.33327
C10 -4.05485 0.35384 -0.00450
S1 -2.61640 0.04540 0.93344
O1 -1.95828 -1.22299 0.48075
O2 -2.87542 0.21448 2.30903
O3 -1.52507 1.03856 0.36504
H13 -4.86341 -0.18436 0.48854
H14 -3.91031 0.01930 -1.02788
H15 -4.24012 1.42625 0.04022
N2 -0.36485 -1.32006 -1.85450
C11 -0.65797 -2.26774 -2.48221
N3 -0.92222 -3.28690 -3.19012
C12 0.17370 -4.08056 -3.83582
C13 0.11332 -5.50674 -3.32415
C14 -1.27578 -6.10464 -3.52369
C15 -2.33949 -5.26203 -2.82583
C16 -2.31161 -3.82617 -3.31636
H16 1.11604 -3.58636 -3.60908
H17 -0.00960 -4.02336 -4.91025
H18 0.38114 -5.51605 -2.26349
H19 0.87254 -6.08728 -3.84945
H20 -1.30092 -7.12458 -3.14318
H21 -1.50014 -6.16604 -4.59320
H22 -2.18211 -5.27505 -1.74357
H23 -3.33740 -5.66201 -3.00916
H24 -2.97282 -3.16864 -2.75509
H25 -2.56609 -3.75147 -4.37518
C17 3.64218 3.56607 -0.28359
C18 3.21278 2.77084 -1.52759
C19 4.39017 1.97683 -2.11369
C20 2.57092 3.68589 -2.58296
C21 2.18456 1.80795 -1.09795
N4 1.36032 1.07922 -0.75751
H26 4.41156 4.27229 -0.59480
H27 4.06404 2.91776 0.48338
H28 2.81092 4.13025 0.13733
H29 5.14970 2.69433 -2.42265
H30 4.08985 1.40039 -2.98796
H31 4.83289 1.31088 -1.37377
H32 3.32564 4.40558 -2.89916
H33 1.72560 4.23691 -2.17300
H34 2.24736 3.12383 -3.45805

The total charge is +2. As for the energy above the lowest of the compared OMol25 structures with the same formula, charge and spin: 0.0 kJ/mol. For the electronic energy, the calculation gives -1730.0512 Eh. Its HOMO-LUMO gap (alpha / beta) is 7.430 / 6.947 eV. The multiplicity is 3.



No. 4
Here is a structure of composition C21H35FP2Sr from the OMol25 dataset. Energies are from ωB97M-V/def2-TZVPD.

Cartesian coordinates (Å):
P1 0.21690 -2.25378 -2.70672
P2 0.15548 1.78284 -2.11418
C1 0.04194 -0.67618 -3.64108
C2 0.90628 0.49137 -3.13782
H1 -1.02891 -0.40649 -3.72323
H2 0.36179 -0.89142 -4.67959
H3 1.84566 0.15575 -2.66500
H4 1.20181 1.04573 -4.04641
C3 -0.67847 2.80974 -3.35128
H5 -1.07163 3.73537 -2.90403
H6 -1.50547 2.25997 -3.83089
H7 0.04313 3.08400 -4.13729
C4 1.54191 2.69779 -1.42620
H8 1.72402 3.51621 -2.13645
H9 2.46935 2.11060 -1.35069
H10 1.29675 3.14984 -0.45649
C5 -0.99124 -3.49368 -3.23882
H11 -1.07681 -4.24606 -2.44568
H12 -0.67015 -3.97481 -4.17167
H13 -1.98396 -3.05249 -3.37357
C6 1.85458 -2.99915 -2.99409
H14 2.64493 -2.23965 -2.98666
H15 1.86834 -3.51105 -3.96769
H16 2.08293 -3.73060 -2.20738
Sr1 2.22562 0.51052 2.06531
C7 -1.03966 1.22226 -0.78742
C8 -2.38196 0.74002 -0.97921
C9 -2.62344 -0.65503 -1.22191
C10 -2.38238 -1.62636 0.01907
C11 -1.31083 -2.54046 -0.25721
C12 -0.05353 -2.17222 -0.89471
C13 0.66651 -0.93082 -0.14350
C14 -0.05687 0.41855 0.21692
C15 1.53929 -1.56052 3.42579
H17 -1.15631 2.27767 -0.45017
H18 -3.20417 1.43947 -0.81409
H19 -1.91518 -0.93990 -2.02760
H20 -3.63900 -0.82546 -1.60414
H21 -2.13485 -1.02341 0.92063
H22 -3.29965 -2.20277 0.26382
H23 -1.32511 -3.49016 0.27099
H24 0.62083 -3.02499 -0.63471
H25 1.65879 -0.78943 -0.64153
H26 0.89949 -1.40074 0.84897
H27 -0.53996 0.32887 1.21757
H28 0.79712 1.15723 0.34670
H29 2.27451 -1.70898 4.23751
H30 1.46616 -2.49943 2.85873
H31 0.56120 -1.41212 3.91060
F1 -0.82519 3.43162 7.54947
C16 -0.20340 2.77251 6.50188
C17 1.11498 3.11105 6.19316
C18 1.72033 2.49248 5.05443
C19 0.98420 1.61920 4.29147
C20 -0.31006 1.27506 4.60577
C21 -0.94094 1.86283 5.74723
H32 1.65055 3.84651 6.79826
H33 2.75556 2.73475 4.79656
H34 -0.86340 0.55516 3.99244
H35 -1.97842 1.64323 6.01586

For the electronic energy, the calculation gives -1634.0340 Eh. Its HOMO-LUMO gap is 3.635 eV. The multiplicity is 1.



No. 5
Here is a structure of composition C21H35IMgNO4PS from the OMol25 dataset. Energies are from ωB97M-V/def2-TZVPD.

Cartesian coordinates (Å):
C1 -6.31567 -0.41304 -2.64195
C2 -5.21780 -1.45835 -1.97510
C3 -3.78290 -1.16877 -2.71692
C4 -2.46136 -1.68549 -1.89440
C5 -2.61774 -3.19095 -1.22981
C6 -1.09538 -3.59886 -0.69092
C7 -0.64137 -2.65311 0.61167
C8 0.81519 -3.21318 1.11301
C9 1.94504 -2.00314 1.35328
O1 3.23955 -2.71279 1.49837
C10 4.33693 -1.98706 0.84113
C11 1.55642 -1.09374 2.70225
O2 2.28585 0.18045 2.77488
C12 1.40129 1.32540 3.03571
O3 0.37230 1.53841 1.96458
I1 0.20375 1.09539 4.90564
C13 2.19736 2.76717 3.22895
C14 3.36162 3.04804 2.11065
C15 2.79048 3.12630 0.54988
O4 2.99066 1.99486 -0.18097
N1 2.06662 4.36364 -0.01752
C16 1.25385 3.86323 -1.22346
C17 1.91887 3.63295 -2.73597
C18 1.03402 3.05072 -3.98886
C19 -0.55214 2.66661 -3.81271
C20 -1.25229 2.93324 -2.33502
C21 -0.35761 3.52245 -1.06625
P1 1.87320 -2.22992 4.25107
S1 0.18490 -3.05937 4.74948
H1 -5.91915 0.68893 -2.74143
H2 -7.33163 -0.38260 -2.05381
H3 -6.58733 -0.78904 -3.73836
H4 -5.56486 -2.57544 -2.15196
H5 -5.16202 -1.28363 -0.80628
H6 -3.78846 -1.59733 -3.82451
H7 -3.69065 0.01662 -2.82099
H8 -2.27590 -0.94220 -1.00899
H9 -1.50402 -1.68947 -2.57472
H10 -3.29337 -3.10610 -0.27725
H11 -3.06156 -3.98798 -1.98684
H12 -1.01940 -4.75260 -0.45865
H13 -0.35531 -3.36690 -1.59122
H14 -0.59036 -1.54670 0.23422
H15 -1.49992 -2.75809 1.43023
H16 0.75002 -3.93153 2.05206
H17 1.26755 -3.88932 0.24054
H18 2.04282 -1.34324 0.38066
H19 4.49504 -0.98894 1.43124
H20 5.30491 -2.67397 0.95838
H21 4.07059 -1.85865 -0.29069
H22 0.37747 -0.97937 2.65254
H23 -0.52612 1.70317 2.40201
H24 1.45234 3.68462 3.30712
H25 2.73861 2.68672 4.28924
H26 4.21054 2.24360 2.12720
H27 3.87972 4.10315 2.31976
H28 1.38814 4.66869 0.73553
H29 3.06027 3.90004 -2.84208
H30 1.59456 2.88671 -5.01035
H31 -1.15160 2.21928 -4.71575
H32 -2.40880 2.69213 -2.19571
H33 -0.95320 3.67160 -0.04642
H34 2.92588 -3.19063 4.04386
H35 2.23099 -1.28970 5.32242
Mg1 3.36056 5.11707 -1.97169

The total charge is +2. For the electronic energy, the calculation gives -2412.9427 Eh. Its HOMO-LUMO gap is 1.379 eV. The multiplicity is 1.



No. 6
Here is a structure of composition C21H35MgN5O5SSe from the OMol25 dataset. Energies are from ωB97M-V/def2-TZVPD.

Cartesian coordinates (Å):
Mg1 0.05779 0.92172 -0.41216
O1 0.54890 3.86555 2.47145
C1 0.56908 2.85222 1.67391
O2 -0.39711 2.20186 1.28722
C2 2.00388 2.39716 1.31350
C3 3.15902 2.79434 1.92804
C4 4.35517 2.26394 1.50613
C5 4.32729 1.37249 0.44870
C6 3.11275 0.99939 -0.01182
N1 1.96770 1.49176 0.31603
C7 2.84935 0.07752 -1.24239
O3 3.78023 -0.70446 -1.77159
O4 1.72594 0.06778 -1.72170
H1 -0.35139 4.18336 2.64683
H2 3.24797 3.57401 2.66873
H3 5.29684 2.53106 1.93033
H4 5.24903 1.13140 -0.02460
H5 4.67690 -0.60495 -1.36802
C8 -3.35649 -2.99040 0.62571
C9 -3.38992 -2.62614 -0.91024
N2 -2.02093 -2.75570 -1.46293
C10 -1.21532 -1.80724 -1.89624
S1 -1.75238 -0.16775 -1.66557
N3 0.01707 -2.11041 -2.26578
C11 0.52957 -3.48361 -2.45154
C12 2.03540 -3.52283 -2.83852
H6 -4.34123 -3.28912 0.93776
H7 -2.97692 -2.10889 1.17551
H8 -2.71168 -3.90924 0.66916
H9 -3.68967 -1.60659 -1.07957
H10 -4.01657 -3.34093 -1.47409
H11 -1.71559 -3.72909 -1.52720
H12 0.51223 -1.30568 -2.66931
H13 0.01451 -3.96638 -3.26734
H14 0.23631 -4.04837 -1.60962
H15 2.21430 -2.89483 -3.71974
H16 2.38125 -4.49208 -3.14006
H17 2.63337 -3.24143 -1.98720
C13 -2.68085 0.14154 2.20039
N4 -1.93527 -0.89278 2.96266
C14 -2.45114 -1.53744 4.10064
C15 -1.55527 -2.53698 4.39543
N5 -0.54203 -2.43911 3.46891
C16 0.56959 -3.42087 3.57399
C17 -0.77333 -1.50903 2.56675
Se1 0.40207 -1.15713 1.15622
H18 -3.73508 -0.05621 2.41387
H19 -2.38886 0.07620 1.13698
H20 -2.50576 1.10220 2.60417
H21 -3.37248 -1.13951 4.44161
H22 -1.59376 -3.28906 5.07604
H23 1.47598 -2.99502 3.19221
H24 0.31424 -4.26687 2.98150
H25 0.76366 -3.56533 4.59977
C18 1.33816 3.38736 -2.97240
C19 0.07290 2.52675 -2.83793
O5 -0.32117 2.64624 -1.40285
C20 -1.58236 3.25891 -1.26470
C21 -1.35056 4.80996 -1.44117
H26 1.76618 3.31526 -3.97903
H27 2.15221 3.14518 -2.27209
H28 0.99741 4.40151 -2.73307
H29 0.17095 1.43552 -3.14361
H30 -0.80935 2.84614 -3.38757
H31 -1.85709 3.11828 -0.14922
H32 -2.38492 2.92205 -1.94280
H33 -0.37282 5.07741 -1.04756
H34 -2.04940 5.45756 -0.90763
H35 -1.32852 5.11785 -2.47135

The total charge is +2. As for the energy above the lowest of the compared OMol25 structures with the same formula, charge and spin: 0.0 kJ/mol. For the electronic energy, the calculation gives -4470.5570 Eh. Its HOMO-LUMO gap is 6.753 eV. The multiplicity is 1.



No. 7
Here is a structure of composition C21H35MgN6O3SbSi3 from the OMol25 dataset. Energies are from ωB97M-V/def2-TZVPD.

Cartesian coordinates (Å):
Mg1 1.61256 -0.23090 -0.02010
C1 5.98667 -0.82467 -0.39156
C2 6.41707 -0.67006 0.91247
C3 5.48287 -0.52942 1.92500
C4 4.13852 -0.54732 1.59849
N1 3.72089 -0.66731 0.33028
C5 4.62719 -0.80521 -0.63871
C6 3.04844 -0.47372 2.62410
C7 3.30450 -0.42113 3.98388
C8 2.24123 -0.37595 4.86944
C9 0.95093 -0.39454 4.37403
C10 0.77811 -0.45612 3.00364
N2 1.79619 -0.49307 2.14340
H1 6.68409 -0.94900 -1.20703
H2 7.47402 -0.66448 1.14454
H3 5.80698 -0.40904 2.94757
H4 4.23553 -0.89565 -1.64401
H5 4.31806 -0.42329 4.35497
H6 2.42259 -0.33104 5.93550
H7 0.09128 -0.36411 5.02828
H8 -0.21134 -0.47308 2.56215
C11 -3.49106 -0.25271 2.32307
Si1 -3.45481 -0.73358 0.51902
C12 -3.38861 -2.58809 0.37836
C13 -5.02122 -0.13161 -0.28174
Sb1 -1.28532 0.21880 -0.39344
Si2 -1.52200 -0.37209 -2.87552
C14 -1.45754 -2.21724 -3.04347
C15 -3.12123 0.27211 -3.58133
C16 -0.10376 0.38625 -3.80283
Si3 -1.75132 2.72456 -0.38000
C17 -3.53660 3.20613 -0.59606
C18 -0.74167 3.50273 -1.73517
C19 -1.19096 3.31622 1.29355
H9 -4.40530 -0.62697 2.79435
H10 -3.46589 0.83306 2.44917
H11 -2.63695 -0.67287 2.86040
H12 -4.19073 -3.02244 0.98369
H13 -2.43576 -2.99500 0.72363
H14 -3.53451 -2.91439 -0.65301
H15 -5.85775 -0.64176 0.20795
H16 -5.06014 -0.36577 -1.34536
H17 -5.16462 0.94238 -0.17009
H18 -2.30871 -2.70120 -2.56213
H19 -0.54498 -2.61865 -2.59883
H20 -1.47298 -2.48041 -4.10604
H21 -3.96625 -0.34485 -3.27189
H22 -3.06947 0.24349 -4.67462
H23 -3.32326 1.30209 -3.27925
H24 0.85760 0.08998 -3.38089
H25 -0.14605 1.47717 -3.79157
H26 -0.14113 0.04815 -4.84340
H27 -3.98760 2.76825 -1.48899
H28 -3.58947 4.29621 -0.68685
H29 -4.13641 2.91362 0.26851
H30 -1.24041 3.38827 -2.70157
H31 0.24946 3.05155 -1.81509
H32 -0.61970 4.57233 -1.53978
H33 -1.73600 2.79862 2.08818
H34 -1.37488 4.38997 1.40121
H35 -0.12470 3.13072 1.43458
O1 1.74723 1.81820 0.52193
N3 2.53852 1.83537 -0.48479
O2 3.58778 2.41146 -0.48543
O3 2.14590 1.09954 -1.48098
N4 4.20862 -5.33863 0.19251
C20 3.22706 -4.87784 -0.21415
N5 2.09599 -4.41697 -0.71614
C21 1.71808 -3.21078 -0.65568
N6 1.29713 -2.11430 -0.64029

For the electronic energy, the calculation gives -2684.4123 Eh. Its HOMO-LUMO gap is 7.575 eV. The multiplicity is 1.